Model P:
8
Properties=species:S:1:pos:R:3:lowdin_charge:R:1 method="wB97M-V/def2-TZVPD" smiles=C1CN1
C -0.46257 0.68442 0.17053 -0.181
C 0.18920 -0.22662 -0.76778 -0.214
H -1.48974 0.72823 0.26109 0.076
H 0.17770 1.50373 0.43398 0.098
H 1.17522 -0.10994 -1.33356 0.126
H -0.39984 -0.87858 -1.33698 0.068
H 1.01761 -0.24255 1.04810 0.063
N 0.16561 -0.53538 0.64441 -0.035



Model Q:
8
Properties=species:S:1:pos:R:3:lowdin_charge:R:1 method="wB97M-V/def2-TZVPD" smiles=C1CN1
C 0.41405 -0.69443 0.09803 -0.267
C -0.90282 -0.02983 0.05447 -0.134
H 1.18735 -0.51123 1.11702 0.175
H 0.76525 -1.23277 -0.74587 0.077
H -1.35611 0.37660 0.92638 0.086
H -1.35389 -0.45315 -0.77055 0.065
H 0.69075 1.40748 0.48376 0.111
N 0.42847 0.67981 -0.27511 -0.114



Stability check: which of them is most stable? model P.



Model P:
9
Properties=species:S:1:pos:R:3:lowdin_charge:R:1 method="wB97M-V/def2-TZVPD" total_charge=+1 smiles="C1=[NH+]CN=N1"
C 0.40167 1.39515 0.18791 -0.053
C -0.74600 -0.30950 -0.54589 -0.104
N -1.12216 0.94822 -1.11273 0.149
N -0.45351 1.87437 -0.66313 0.115
N 0.36833 0.09531 0.25113 0.144
H 1.19845 1.91641 0.73595 0.176
H -1.46942 -0.79519 0.00446 0.144
H -0.32606 -1.00148 -1.26676 0.176
H 0.89754 -0.65227 0.85073 0.253



Model Q:
9
Properties=species:S:1:pos:R:3:lowdin_charge:R:1 method="wB97M-V/def2-TZVPD" total_charge=+1 smiles=N1[C@]23N[C@]12[NH2+]3
C 0.15386 0.01499 0.73549 -0.158
C 0.38249 -0.03353 -0.78561 -0.062
N 0.61775 1.09673 0.07783 0.173
N 1.00686 -0.92175 0.02016 0.174
N -1.06122 -0.36829 -0.09574 0.307
H 0.23841 2.02673 0.12382 0.148
H 1.89826 -0.70426 0.28880 0.107
H -1.35679 -1.30119 -0.10832 0.142
H -1.87962 0.19057 -0.25642 0.169



Stability check: which of them is most stable? model P.



Model P:
Density functional theory data (ωB97M-V/def2-TZVPD) for H3ISi as an isolated structure.

Structure (XYZ):
```
5
Properties=species:S:1:pos:R:3:lowdin_charge:R:1
Si 0.03186 0.01151 0.16399 -0.001
I -0.60485 -0.35038 -2.14122 0.273
H -0.67351 1.40734 0.47920 -0.107
H -0.55399 -1.22361 0.85298 -0.133
H 1.80049 0.15514 0.64505 -0.033
```



Model Q:
Density functional theory data (ωB97M-V/def2-TZVPD) for a 2-piece molecular cluster, H3ISi overall.

Structure (XYZ):
```
5
Properties=species:S:1:pos:R:3:lowdin_charge:R:1
Si -0.18449 -0.26822 -0.01568 0.070
I 2.26759 0.09527 -0.01388 0.205
H -0.44463 -1.00487 -1.38989 -0.107
H -0.28173 -0.69485 1.39905 -0.164
H -1.35676 1.87267 0.02041 -0.005
```



Stability check: which of them is most stable? model P.



Model P:
17
Properties=species:S:1:pos:R:3:lowdin_charge:R:1 method="wB97M-V/def2-TZVPD" smiles="C=NC.NCN"
C 2.41885 0.02816 -0.91737 -0.145
C 1.51836 -1.42135 0.66608 -0.107
N 2.01699 -1.30942 -0.48458 -0.082
H 1.56070 0.71294 -0.97022 0.065
H 3.16329 0.46987 -0.26059 0.074
H 2.75479 -0.05055 -1.95048 0.066
H 1.25124 -2.42164 1.00753 0.066
H 1.28522 -0.60761 1.36123 0.069
N -1.34533 0.08166 -0.93580 -0.008
C -1.52036 0.35481 0.50291 -0.401
N -2.66472 1.22138 0.70724 -0.014
H -2.23123 -0.18777 -1.34754 0.062
H -0.70332 -0.69924 -1.01047 0.038
H -0.57472 0.79299 0.83842 0.085
H -1.71001 -0.59325 1.01741 0.102
H -2.59394 2.04802 0.12022 0.066
H -2.62582 1.58099 1.65600 0.063



Model Q:
17
Properties=species:S:1:pos:R:3:lowdin_charge:R:1 method="wB97M-V/def2-TZVPD" smiles=C[C@@H](N)CNN
C 0.20959 0.79226 -0.17147 -0.307
C -0.44430 0.12112 0.93883 -0.131
C 0.09044 0.30583 -1.59114 -0.085
N 0.92324 -0.94250 0.82470 -0.176
N 0.65050 -2.21699 0.26958 -0.059
N -1.17572 1.93785 0.06927 -0.038
H 1.54209 -0.93581 1.63733 0.077
H 1.07329 1.40691 0.05695 0.125
H 0.28945 -2.87015 0.96291 0.061
H 1.47996 -2.63071 -0.15291 0.067
H -2.05105 1.76543 -0.41482 0.020
H -1.13696 2.65320 0.78791 0.017
H -0.33851 0.55732 1.92479 0.099
H -1.30841 -0.49770 0.72361 0.106
H 0.07721 1.15677 -2.27480 0.075
H -0.82155 -0.27449 -1.73932 0.078
H 0.94072 -0.32835 -1.85142 0.072



Model R:
17
Properties=species:S:1:pos:R:3:lowdin_charge:R:1 method="wB97M-V/def2-TZVPD" smiles="C=NC.NCN"
C -2.34525 0.01314 1.98443 -0.120
C -2.66673 0.58364 -0.41175 -0.138
N -2.71122 0.96663 0.80536 -0.114
H -1.37893 -0.46280 1.87127 0.037
H -3.27377 -0.77854 2.18382 0.126
H -2.43289 0.71436 2.82657 0.047
H -3.20277 1.13917 -1.28404 0.087
H -2.38241 -0.50923 -0.63545 0.080
N 3.43708 -0.17114 -1.77774 -0.022
C 2.53716 0.04149 -0.52330 -0.318
N 1.21158 -0.62594 -0.44638 -0.015
H 3.09110 0.69170 -2.20227 0.034
H 3.03405 -1.00733 -2.27806 0.071
H 3.13883 -0.50781 0.30864 0.121
H 2.30520 1.00668 -0.26402 0.063
H 0.46929 0.03321 -0.55955 0.031
H 1.16967 -1.12723 0.40248 0.030



Stability check: which of them is most stable? model P.



Model P:
17
Properties=species:S:1:pos:R:3:lowdin_charge:R:1 method="wB97M-V/def2-TZVPD" smiles="C=CN.NCN"
C 1.78859 -0.45015 1.32868 -0.092
C 2.24709 -0.86400 0.11351 -0.321
N 1.68064 -1.44207 -1.03437 0.037
H 0.87260 -1.01731 1.77454 0.075
H 2.47364 -0.01184 2.16661 0.072
H 3.32382 -0.85039 -0.05721 0.092
H 2.33060 -1.35656 -1.81989 0.091
H 0.68237 -1.23586 -1.07708 0.075
N -0.74475 1.38888 0.05335 -0.041
C -2.19468 1.20245 0.01036 -0.362
N -2.51962 -0.06253 -0.56904 -0.005
H -0.20419 1.55630 -0.79818 0.056
H -0.14074 0.90745 0.74349 0.018
H -2.43965 1.19581 1.12714 0.126
H -2.59401 2.10104 -0.44261 0.095
H -2.38593 -0.26576 -1.51997 0.040
H -2.17579 -0.79547 0.00066 0.044



Model Q:
17
Properties=species:S:1:pos:R:3:lowdin_charge:R:1 method="wB97M-V/def2-TZVPD" smiles="C=CN.NCN"
C 0.29672 3.05383 0.71786 -0.040
C 0.78508 2.12398 -0.09606 -0.318
N 0.78946 2.11273 -1.48226 0.035
H -0.04177 4.03758 0.42272 0.040
H 0.52367 2.97862 1.77260 0.036
H 0.98783 1.13676 0.30773 0.087
H 0.54002 2.97834 -1.93547 0.084
H 1.52358 1.56870 -1.89789 0.078
N -0.19120 -2.97417 -0.78943 -0.028
C -0.42832 -1.75082 -0.01815 -0.389
N -1.17006 -1.94471 1.19270 0.000
H 0.49492 -3.55215 -0.30509 0.052
H -1.02015 -3.55912 -0.75869 0.054
H 0.58038 -1.38123 0.16831 0.091
H -0.95137 -1.07270 -0.68449 0.102
H -2.06915 -1.53890 1.37763 0.059
H -0.64961 -2.21676 2.00800 0.058



Model R:
17
Properties=species:S:1:pos:R:3:lowdin_charge:R:1 method="wB97M-V/def2-TZVPD" smiles="[H]/N=C/N.CNC"
C -2.86491 2.60875 1.35440 -0.209
N -2.72559 1.87162 0.10447 -0.210
C -3.35412 0.51325 0.29171 -0.184
H -3.99155 2.56900 1.69588 0.110
H -2.21694 2.25067 2.18010 0.073
H -2.62580 3.63126 1.19121 0.046
H -1.61988 1.83405 -0.09648 0.150
H -3.30187 -0.02187 1.35790 0.094
H -3.02158 -0.29466 -0.37724 0.059
H -4.46411 0.70241 0.28824 0.071
N 4.14800 -3.22374 -1.51938 0.048
C 4.58129 -1.89222 -1.24373 -0.319
N 3.88754 -1.38783 -0.27642 0.025
H 4.62875 -3.80003 -2.13492 0.041
H 3.79841 -3.66242 -0.70136 0.067
H 5.17575 -1.32485 -1.96700 0.108
H 3.96662 -0.37339 -0.14737 0.030



Model S:
17
Properties=species:S:1:pos:R:3:lowdin_charge:R:1 method="wB97M-V/def2-TZVPD" smiles="C=CN.NCN"
C -2.69027 -0.23191 -1.13100 -0.040
C -2.91254 -0.49326 0.14558 -0.304
N -1.95560 -0.78813 1.12804 0.023
H -1.71483 0.12903 -1.46489 0.040
H -3.40397 -0.20811 -1.94554 0.041
H -3.94410 -0.41435 0.50266 0.102
H -1.03362 -0.97997 0.76319 0.066
H -2.17878 -1.48777 1.81474 0.075
N 1.30000 1.19916 -0.30084 -0.012
C 2.40756 0.52851 0.46234 -0.394
N 3.18303 -0.26368 -0.44167 -0.019
H 0.97401 1.90290 0.38504 0.069
H 0.50452 0.56775 -0.27919 0.022
H 1.95024 -0.09620 1.24703 0.101
H 2.97696 1.37179 0.88612 0.101
H 3.33010 0.22326 -1.31250 0.064
H 3.98632 -0.65052 0.03037 0.062



Stability check: which of them is most stable? model Q.



Model P:
43
Properties=species:S:1:pos:R:3:lowdin_charge:R:1 method="wB97M-V/def2-TZVPD" smiles="CCCCCSc1nnc(-c2ccccc2NC(C)=O)c(=O)[nH]1"
C -4.50761 -1.94564 -1.51463 -0.110
C -5.58054 -1.20382 -0.72591 -0.267
C -5.07972 0.10744 -0.12046 -0.246
C -4.06797 -0.10547 1.00263 -0.276
C -3.58628 1.20050 1.60885 -0.445
H -2.89547 1.02302 2.43079 0.075
H -4.41845 1.82155 1.94034 0.079
S -2.69186 2.24489 0.40917 0.995
C -1.17332 1.40578 0.32173 -0.622
N -0.95788 0.33550 1.02198 0.021
N 0.20038 -0.28794 0.91667 0.093
C 1.17706 0.12751 0.15315 -0.116
C 2.34272 -0.76395 0.12574 -0.094
C 2.04838 -2.12215 0.31000 -0.038
C 3.03292 -3.08146 0.37222 -0.085
C 4.36204 -2.69914 0.26416 -0.070
C 4.68332 -1.37107 0.08597 -0.007
C 3.69670 -0.38627 0.00760 -0.154
N 4.06067 0.94323 -0.17288 0.125
C 5.25300 1.53997 0.12139 -0.512
O 6.18157 1.00136 0.67958 0.062
C 5.27003 2.99252 -0.30802 0.004
H 4.52560 3.55265 0.25414 0.084
H 5.03641 3.07359 -1.36704 0.084
H 6.25272 3.41333 -0.11656 0.081
H 3.36685 1.51805 -0.64876 0.085
H 5.71451 -1.06910 0.01174 0.104
H 5.14843 -3.43705 0.31241 0.105
H 2.76932 -4.11946 0.50481 0.100
H 1.01047 -2.40158 0.40161 0.105
C 1.02464 1.34790 -0.65100 -0.359
O 1.83304 1.87053 -1.40159 0.061
N -0.22619 1.92229 -0.50975 0.150
H -0.41755 2.75385 -1.05962 0.157
H -4.52812 -0.69091 1.80220 0.123
H -3.20171 -0.65918 0.64132 0.087
H -5.93334 0.66432 0.27513 0.112
H -4.62687 0.71454 -0.90820 0.089
H -6.41597 -0.98005 -1.39304 0.104
H -5.95778 -1.84832 0.07104 0.106
H -3.69452 -2.26639 -0.86872 0.065
H -4.93135 -2.82912 -1.98614 0.069
H -4.09825 -1.30622 -2.29407 0.074



Model Q:
Density functional theory data (ωB97M-V/def2-TZVPD) for C16H20N4O2S as an isolated structure.

Structure (XYZ):
```
43
Properties=species:S:1:pos:R:3:lowdin_charge:R:1
C 4.23881 -0.43486 -1.72008 0.006
C 3.94327 -0.26645 -2.99890 -0.175
C 2.58408 -0.10944 -3.71717 -0.182
N 1.64980 0.44644 -2.87519 -0.028
C 0.77139 -0.15505 -2.21146 -0.799
N 0.21327 0.43571 -1.37087 0.087
N 0.68348 1.72403 -1.51792 0.148
C 1.33751 1.69472 -2.57619 -0.382
C 2.05751 2.89253 -3.09392 0.041
H 1.90279 3.05200 -4.02809 0.012
H 3.17834 2.62736 -2.87982 0.140
H 1.67173 3.69197 -2.63177 0.045
S 0.77493 -1.89422 -2.24829 1.011
C -0.17525 -2.41095 -0.69679 -0.219
H -0.20160 -3.32834 -0.56760 -0.016
H -1.04325 -2.01918 -0.91557 -0.012
C 0.47688 -1.33385 0.48570 -0.265
O 1.72531 -1.27706 0.52528 0.027
C -0.63038 -0.93805 1.34316 -0.214
C -1.73559 -1.09815 1.71001 -0.239
C -2.16119 0.00880 2.53850 -0.031
C -0.78092 0.57206 2.84488 -0.308
N 0.02093 0.06283 2.08378 0.172
H 1.10178 0.42742 2.01362 0.271
C -0.90413 1.77144 3.55088 -0.038
H -0.26407 1.52046 4.70145 0.190
H -1.60270 2.50810 4.06228 0.117
H -0.13870 2.44907 3.21690 0.057
C -3.25245 0.32901 3.29810 -0.298
O -3.39005 0.97758 4.39564 -0.028
C -4.73945 -0.16829 2.53929 0.030
H -5.01023 -1.02884 2.77533 -0.047
H -5.48298 0.54673 2.93441 0.075
H -4.53730 0.09437 1.49513 0.072
C -2.68420 -2.06050 1.20100 -0.019
H -3.35137 -2.02755 0.36045 0.098
H -2.28354 -2.95984 0.85847 0.047
H -3.22645 -2.49315 2.16753 0.149
H 2.40688 -1.00875 -4.29041 0.105
H 2.97190 0.57409 -4.63309 0.173
H 4.96018 -0.32883 -3.61910 0.128
H 5.43136 -0.73707 -1.35555 0.158
H 3.49365 -0.32830 -1.15403 -0.057
```



Stability check: which of them is most stable? model P.